Formula: C2H12O3S2
Source: the OMol25 dataset
Level of theory: ωB97M-V/def2-TZVPD

Cartesian coordinates (Å):
C (1.05, 1.78, -3.17)
C (1.30, 1.32, -1.76)
S (0.88, -0.46, -1.48)
S (-1.17, -0.35, -1.36)
H (1.43, 2.83, -3.49)
H (1.45, 1.26, -4.04)
H (0.06, 1.50, -3.48)
H (2.24, 1.34, -1.40)
H (0.48, 1.80, -1.20)
H (-1.52, -1.30, -2.44)
H (0.77, 1.05, 3.76)
H (0.12, 2.30, 2.91)
O (0.40, 1.40, 2.81)
H (1.79, -1.16, 1.65)
H (0.62, -0.31, 1.83)
O (1.04, -1.12, 2.23)
H (-2.09, -1.47, 3.64)
H (-2.66, -1.58, 4.92)
O (-2.95, -1.78, 4.01)

Calculated values
Relative energy (zero: lowest compared OMol25 entry of this formula, charge and spin) (kJ/mol): 251.06
2S+1: 2
LUMO energy (spin up / spin down) (Eh): -0.18453 / -0.31814
Orbital gap (spin up / spin down) (eV): 8.4 / 4.8
Molar mass (g mol⁻¹): 148.2
Net charge: +1
Expectation value of S²: 0.75

Results of the natural (NBO) charge analysis, in e, for atoms 1 through 6: C -0.676; C -0.488; S 0.525; S 0.124; H 0.289; H 0.251